{
  "formula": "C71H90BrClN5O6",
  "method": "the ωB97M-V functional and the def2-TZVPD basis",
  "elements": ["C", "C", "C", "C", "C", "C", "C", "C", "C", "C", "N", "C", "C", "C", "N", "C", "N", "C", "Br", "C", "O", "C", "O", "O", "C", "Cl", "N", "C", "O", "C", "C", "O", "C", "N", "C", "O", "H", "H", "H", "H", "H", "H", "H", "H", "H", "H", "H", "H", "H", "H", "H", "H", "H", "H", "H", "H", "H", "H", "H", "H", "H", "H", "H", "H", "H", "H", "H", "H", "H", "H", "H", "H", "H", "H", "H", "H", "H", "H", "C", "C", "C", "C", "C", "C", "H", "H", "H", "H", "H", "H", "C", "C", "C", "C", "C", "C", "H", "H", "H", "H", "H", "H", "C", "C", "C", "C", "C", "C", "H", "H", "H", "H", "H", "H", "C", "C", "C", "C", "C", "C", "H", "H", "H", "H", "H", "H", "C", "C", "C", "C", "C", "C", "H", "H", "H", "H", "H", "H", "C", "C", "C", "C", "C", "C", "H", "H", "H", "H", "H", "H", "C", "C", "C", "C", "C", "C", "H", "H", "H", "H", "H", "H", "C", "C", "C", "C", "C", "C", "H", "H", "H", "H", "H", "H"],
  "xyz": [[-5.417297, 0.162377, 1.958556], [-5.875529, 1.697310, 1.837988], [-4.618364, 2.560446, 2.360908], [-3.686800, 2.875623, 1.123399], [-2.498367, 3.821752, 1.632545], [-1.611575, 3.186278, 2.778495], [-0.557579, 2.096547, 2.247118], [-1.154623, 0.636604, 2.240777], [-0.054195, -0.523498, 2.032195], [0.309154, -0.502983, 0.503171], [1.272114, -1.540212, -0.049077], [2.349194, -1.783171, 0.964853], [3.255098, -0.706292, 1.628490], [3.051535, 0.843618, 1.683549], [3.607432, 1.614923, 0.505491], [0.431836, -2.823676, -0.023576], [1.222193, -4.074741, -0.025056], [-0.774051, -2.881566, -1.042925], [-2.555061, -2.545395, -0.170407], [-0.643043, -2.041184, -2.392106], [-1.292262, -0.779891, -2.413038], [-1.446898, -2.898791, -3.490833], [-1.555090, -2.250108, -4.769169], [-1.512779, -3.244167, -5.732562], [0.917995, -1.899339, -2.649382], [1.488646, -3.643500, -3.065018], [1.090151, -1.223210, -3.966493], [1.560155, -1.955782, -4.870705], [2.360039, -2.235618, -5.678452], [1.744015, -1.202184, -1.460521], [3.242191, -1.775557, -1.795947], [4.262336, -0.870089, -1.309196], [5.520890, -1.121524, -1.963506], [2.078899, 0.207072, -1.666651], [1.255050, 0.998617, -2.141754], [0.389422, 1.657292, -2.553251], [-5.183253, -0.066890, 3.044894], [-6.230161, -0.493126, 1.541046], [-4.428386, 0.027960, 1.410443], [-6.733891, 1.924443, 2.531635], [-6.107544, 1.970537, 0.764109], [-4.939430, 3.541393, 2.817850], [-4.130258, 1.935827, 3.160941], [-4.237479, 3.433246, 0.299815], [-3.247656, 1.959467, 0.627117], [-2.930742, 4.800481, 2.018598], [-1.801191, 4.121795, 0.787814], [-0.970839, 4.014808, 3.223734], [-2.194159, 2.746946, 3.635864], [0.354283, 2.177265, 2.901113], [-0.305715, 2.410452, 1.180030], [-2.040320, 0.498930, 1.546676], [-1.565832, 0.450102, 3.284346], [-0.561577, -1.451976, 2.418601], [0.780337, -0.286386, 2.747026], [0.704034, 0.557476, 0.395077], [-0.668342, -0.437245, -0.047644], [1.832171, -2.353196, 1.810715], [3.090229, -2.601703, 0.688216], [3.395258, -1.013753, 2.721477], [4.324027, -0.813492, 1.243174], [3.703112, 1.217388, 2.546328], [2.035884, 1.250189, 1.930078], [4.595119, 1.799757, 0.729458], [3.109717, 2.510157, 0.552877], [-0.097953, -2.942642, 0.975415], [0.860030, -4.794765, -0.641060], [1.365563, -4.424422, 0.925951], [-0.915732, -3.956396, -1.378759], [-2.211377, -0.844182, -2.728159], [-1.163307, -3.984071, -3.528127], [-2.515196, -2.905523, -3.076495], [-0.659001, -3.727627, -5.661400], [3.444901, -2.795221, -1.385100], [3.407922, -1.718495, -2.920824], [5.850349, -0.144829, -2.441045], [5.511024, -1.979098, -2.692645], [6.323151, -1.366329, -1.195381], [3.883941, 4.637864, -1.510010], [3.566913, 5.638876, -2.420582], [4.386476, 6.754662, -2.542018], [5.530584, 6.864570, -1.757507], [5.849129, 5.861396, -0.849863], [5.024172, 4.750359, -0.722607], [3.241727, 3.768913, -1.413876], [2.678982, 5.549610, -3.036504], [4.135698, 7.538656, -3.247841], [6.173258, 7.732377, -1.854768], [6.741558, 5.946375, -0.239905], [5.270757, 3.971151, -0.010313], [7.617144, -3.213775, -6.304939], [7.498586, -4.592319, -6.438619], [6.246941, -5.193131, -6.370682], [5.111701, -4.413674, -6.178503], [5.229288, -3.034665, -6.048449], [6.482597, -2.434761, -6.107358], [8.593906, -2.746117, -6.354822], [8.383020, -5.199366, -6.595325], [6.155806, -6.268880, -6.468572], [4.134446, -4.881904, -6.130446], [4.344883, -2.427699, -5.900353], [6.574990, -1.359691, -6.000621], [-7.404327, -4.050457, 2.540444], [-7.498249, -3.407252, 1.311433], [-8.734911, -3.265274, 0.692820], [-9.879649, -3.758336, 1.308184], [-9.786205, -4.398194, 2.538618], [-8.548410, -4.548162, 3.152940], [-6.438988, -4.164215, 3.021644], [-6.605598, -3.016478, 0.834405], [-8.807077, -2.769507, -0.268641], [-10.844813, -3.643572, 0.828337], [-10.679492, -4.781201, 3.019038], [-8.475179, -5.051951, 4.110017], [-3.317817, -5.567046, 5.064669], [-3.885804, -5.799355, 3.817210], [-4.816673, -6.819686, 3.655287], [-5.186271, -7.601101, 4.743709], [-4.620911, -7.366089, 5.991920], [-3.683701, -6.352215, 6.151788], [-2.589405, -4.773445, 5.190166], [-3.602162, -5.184714, 2.969168], [-5.254721, -7.005081, 2.681036], [-5.915564, -8.393635, 4.618679], [-4.910766, -7.974819, 6.841185], [-3.239291, -6.173046, 7.123986], [2.818841, 0.721819, 5.811623], [2.919416, -0.655292, 5.671008], [4.006373, -1.333549, 6.210300], [4.988358, -0.632015, 6.900398], [4.885454, 0.747142, 7.044344], [3.802935, 1.425285, 6.495979], [1.971364, 1.249328, 5.386773], [2.148218, -1.202766, 5.138161], [4.088046, -2.408377, 6.094041], [5.833761, -1.160286, 7.325791], [5.650527, 1.293924, 7.583622], [3.725666, 2.501050, 6.603054], [-8.821321, -10.555624, 9.198240], [-8.655838, -9.714651, 8.104332], [-7.423008, -9.636452, 7.467495], [-6.357509, -10.407213, 7.919037], [-6.524230, -11.250982, 9.010790], [-7.754544, -11.322262, 9.653178], [-9.782054, -10.613979, 9.696890], [-9.488642, -9.118739, 7.748077], [-7.292445, -8.975198, 6.618026], [-5.396610, -10.350139, 7.419228], [-5.693786, -11.853263, 9.361859], [-7.882810, -11.976284, 10.507874], [4.867112, 11.193836, -6.321982], [5.738202, 10.222605, -5.843615], [5.766989, 9.920811, -4.486877], [4.916285, 10.585148, -3.608623], [4.042522, 11.554355, -4.088120], [4.020256, 11.862035, -5.443198], [4.847145, 11.431075, -7.379662], [6.396446, 9.700286, -6.528950], [6.451646, 9.167359, -4.113242], [4.935102, 10.346756, -2.550770], [3.378523, 12.071100, -3.404100], [3.342440, 12.621522, -5.815792], [2.293463, 9.542970, -8.515667], [1.620260, 9.425504, -9.726127], [0.351696, 9.974557, -9.872854], [-0.239964, 10.649833, -8.811451], [0.434920, 10.770403, -7.602132], [1.699779, 10.213469, -7.452483], [3.281845, 9.111729, -8.400224], [2.084567, 8.904675, -10.556150], [-0.175796, 9.877168, -10.814837], [-1.227333, 11.082286, -8.927335], [-0.026078, 11.298680, -6.774730], [2.223268, 10.302718, -6.508807]],
  "atomic_forces_ev_per_a": [[-0.17, 0.99, -0.06], [1.40, -0.16, 0.97], [-0.98, -0.36, -1.41], [1.03, 0.96, 0.64], [0.01, -0.07, 0.08], [1.07, 0.22, -0.20], [-1.15, 0.43, -0.57], [0.39, -0.38, 1.06], [-1.23, 0.38, 0.40], [-0.92, 2.84, 1.20], [-1.07, -0.20, 0.25], [1.72, -1.95, 2.35], [1.63, 0.92, 0.80], [1.12, 1.30, 0.74], [-0.65, -0.30, 0.96], [-1.94, -3.03, 1.20], [0.14, 0.94, -0.16], [-0.31, -0.41, -0.81], [1.04, -0.02, -0.29], [-1.24, -1.08, -0.81], [1.16, -0.12, 0.71], [-1.42, 0.08, 1.44], [1.27, -0.07, 1.69], [-0.12, -1.39, -1.42], [-2.07, 0.27, -1.68], [-0.25, 0.04, 1.29], [-0.09, -1.46, 0.93], [2.60, 3.00, 0.30], [-2.41, -0.66, 0.19], [4.11, -0.33, -2.63], [1.35, 0.57, 0.14], [-0.57, -1.42, -0.21], [1.25, 0.54, 0.35], [-2.29, 0.40, -0.14], [-1.41, -1.14, 0.14], [1.50, 0.19, 0.30], [-0.59, 0.09, -1.25], [1.04, 0.32, 0.53], [-1.31, 0.04, 0.38], [0.62, -0.48, -0.99], [0.06, -0.31, 1.32], [0.30, -1.01, -0.46], [-0.23, 0.80, -0.85], [0.40, -0.68, 1.15], [-0.57, 0.79, 0.66], [0.34, -1.24, -0.42], [-0.81, -0.43, 0.84], [-0.89, -0.88, -0.51], [0.41, 0.49, -0.94], [-0.79, -0.37, -0.69], [0.03, -0.35, 1.28], [1.17, 0.26, 0.61], [0.40, 0.21, -1.18], [0.65, 0.62, -0.71], [-0.53, -0.34, -0.99], [0.18, -1.66, -0.32], [1.12, -0.78, 0.06], [0.19, 1.23, -1.07], [-1.31, 1.20, -0.66], [-0.63, 0.16, -1.36], [-1.54, 0.07, 0.06], [-1.08, -0.99, -0.55], [0.80, -0.81, -0.41], [-0.67, 0.02, -0.39], [0.58, -0.17, -0.23], [0.85, 1.50, -1.08], [0.18, 0.27, 0.17], [-0.21, 0.05, -0.69], [0.44, 1.31, 0.66], [0.55, -0.20, 0.12], [0.10, 1.19, -0.38], [1.26, -0.13, -0.22], [-0.28, 0.69, 0.13], [-0.48, 0.65, -0.52], [-0.93, -0.52, 1.25], [-0.46, -1.30, 0.24], [-0.20, 0.96, 0.53], [-1.08, 0.19, -0.73], [0.03, 0.06, 0.02], [-0.01, 0.00, 0.02], [0.06, -0.01, 0.03], [-0.11, -0.06, -0.04], [0.02, 0.02, 0.02], [-0.05, 0.03, -0.06], [0.05, 0.01, -0.04], [0.05, 0.02, 0.04], [0.03, -0.04, 0.03], [-0.03, -0.05, 0.01], [-0.06, 0.00, -0.03], [0.02, 0.05, -0.04], [-0.03, 0.01, 0.02], [-0.03, 0.01, 0.02], [-0.02, 0.03, 0.01], [0.07, 0.02, 0.04], [0.10, 0.09, 0.07], [0.04, -0.11, 0.01], [-0.05, -0.03, -0.01], [-0.06, 0.04, 0.01], [0.01, 0.06, -0.02], [0.04, 0.02, -0.03], [0.39, -0.12, -0.10], [-0.01, -0.05, -0.03], [0.01, 0.02, -0.03], [-0.05, -0.04, 0.03], [0.01, 0.00, 0.03], [0.04, 0.00, 0.01], [0.03, 0.00, -0.02], [0.00, 0.02, -0.03], [-0.06, -0.01, 0.00], [-0.04, -0.03, 0.01], [-0.01, -0.02, 0.05], [0.06, -0.01, 0.03], [0.06, 0.02, -0.03], [0.01, 0.03, -0.04], [-0.03, -0.04, -0.02], [0.00, -0.04, 0.04], [0.01, 0.02, 0.00], [0.04, 0.05, 0.02], [0.01, 0.00, -0.02], [-0.01, 0.01, -0.04], [-0.04, -0.03, 0.01], [-0.02, -0.03, 0.03], [0.00, 0.02, 0.06], [0.05, 0.03, -0.01], [0.01, 0.05, -0.04], [-0.04, -0.01, -0.05], [0.00, 0.08, -0.04], [0.06, -0.05, -0.06], [0.02, 0.02, -0.01], [-0.04, 0.02, -0.04], [-0.02, -0.02, -0.04], [0.02, -0.03, 0.00], [0.03, -0.01, 0.05], [0.01, 0.00, 0.06], [-0.01, 0.05, 0.04], [-0.05, 0.03, -0.02], [-0.05, -0.04, -0.04], [0.00, -0.06, 0.01], [0.05, 0.00, -0.02], [0.01, 0.01, 0.01], [0.02, -0.06, 0.04], [-0.06, 0.03, 0.01], [0.00, 0.01, 0.01], [0.00, 0.03, -0.05], [0.06, 0.00, -0.03], [0.05, -0.03, 0.03], [-0.03, -0.03, 0.04], [-0.04, -0.03, 0.02], [-0.05, 0.04, -0.02], [0.01, 0.03, -0.05], [0.03, 0.03, 0.07], [-0.02, 0.01, -0.01], [-0.11, 0.04, 0.06], [0.06, -0.07, -0.09], [-0.01, 0.00, -0.02], [0.12, -0.01, 0.04], [-0.02, -0.01, 0.06], [-0.03, 0.04, 0.04], [-0.03, 0.03, -0.03], [0.00, 0.03, -0.05], [0.05, -0.02, -0.04], [0.03, -0.05, 0.01], [-0.05, 0.02, -0.01], [-0.01, 0.00, 0.02], [0.02, 0.02, 0.04], [0.04, -0.02, -0.01], [0.01, -0.03, -0.04], [-0.08, -0.04, -0.03], [-0.05, 0.03, 0.01], [-0.03, 0.03, 0.05], [0.03, 0.02, 0.05], [0.05, -0.02, 0.00], [0.02, -0.04, -0.04], [-0.04, -0.03, -0.07]],
  "lumo_ha": -0.104,
  "e_homo_ev": -10.2,
  "gap_ev": 7.396,
  "charge": 1
}